The following is a quantum chemistry calculation of 2 unconnected molecules or ions with the total composition C2H8NOS in a non-equilibrium geometry, from OMol25.

Geometry as XYZ:
```
13
C2H8NOS ωB97M-V/def2-TZVPD
S 0.980 -0.194 -1.229
O 2.807 1.945 0.665
N -1.766 -1.713 -0.374
C -1.514 -0.321 0.024
C -0.036 0.000 0.287
H -2.219 -0.002 0.790
H 3.467 1.959 -0.034
H 0.332 -0.617 1.118
H 0.049 1.039 0.618
H -1.675 0.315 -0.841
H 2.023 1.602 0.196
H -1.028 -2.237 0.104
H -1.419 -1.774 -1.323
```

Values from the calculation:
electronic energy = -609.21530 hartree
net charge = -1
frontier orbital gap = 0.253 Eh
LUMO level = 0.15031 hartree
multiplicity = 1
relative energy (zero: lowest compared OMol25 entry of this formula, charge and spin) = 0.2361 eV


The following is a quantum chemistry calculation of a gas-phase ion, C2H8NOS (charge +1) in a non-equilibrium geometry, from OMol25.

Geometry as XYZ:
```
13
C2H8NOS ωB97M-V/def2-TZVPD
S -0.458 0.037 0.066
O -1.773 0.220 0.636
N -0.583 -0.066 -1.592
C 0.313 -1.468 0.661
C 0.609 1.668 0.452
H -0.032 2.494 0.268
H 0.788 1.512 1.465
H -1.390 0.355 -2.100
H 1.403 1.463 -0.161
H -0.221 -2.404 0.762
H 0.506 -1.269 1.673
H -0.215 -0.828 -2.074
H 1.054 -1.715 -0.057
```

Values from the calculation:
SMILES = CS(C)(=[NH2+])=O
electronic energy = -608.83171 hartree
net charge = +1
frontier orbital gap = 0.428 Eh
LUMO level = -0.15379 hartree
multiplicity = 1
relative energy (zero: lowest compared OMol25 entry of this formula, charge and spin) = 3.0895 eV


The following is a quantum chemistry calculation of 2 unconnected molecules or ions with the total composition C2H8NOS2 in a non-equilibrium geometry, from OMol25.

Geometry as XYZ:
```
14
C2H8NOS2 ωB97M-V/def2-TZVPD
S -0.732 -0.654 1.815
S 1.875 -1.783 -1.175
O -0.386 1.770 -1.323
N -0.531 2.082 0.788
C -0.644 1.183 -0.125
C -1.278 -0.170 0.111
H -0.848 2.018 1.752
H 1.885 -1.368 0.076
H -1.208 -0.926 -0.680
H -1.958 -1.214 2.289
H 3.061 -2.554 -0.931
H -2.309 0.145 0.370
H -0.097 3.012 0.508
H -0.158 1.053 -1.956
```

Values from the calculation:
electronic energy = -1007.08752 hartree
net charge = +1
frontier orbital gap = 0.312 Eh
LUMO level = -0.16779 hartree
multiplicity = 1
relative energy (zero: lowest compared OMol25 entry of this formula, charge and spin) = 1.0167 eV


The following is a quantum chemistry calculation of 2 unconnected molecules or ions with the total composition C2H8NOS2 in a non-equilibrium geometry, from OMol25.

Geometry as XYZ:
```
14
C2H8NOS2 ωB97M-V/def2-TZVPD
S -1.470 2.233 0.357
S -0.320 2.337 2.006
O 1.187 -1.367 0.620
N 0.174 -1.581 -1.934
C -0.072 -0.486 -1.289
C 0.659 -0.233 -0.016
H -0.866 0.323 -1.533
H 1.671 -1.241 1.360
H -0.042 0.344 0.562
H -0.938 1.370 2.738
H 1.507 0.441 -0.249
H -0.207 -1.880 -2.881
H 0.951 -2.203 -1.540
H -2.228 3.204 0.439
```

Values from the calculation:
electronic energy = -1007.06175 hartree
net charge = +1
frontier orbital gap = 0.299 Eh
LUMO level = -0.18241 hartree
multiplicity = 1
relative energy (zero: lowest compared OMol25 entry of this formula, charge and spin) = 1.7180 eV


Look up the relative energy (zero: lowest compared OMol25 entry of this formula, charge and spin) of the third one. 1.0167 eV


Which of these has the lowest net charge? number 1


Which of these has the highest LUMO level? number 1


Number 4 is which compound? C2H8NOS2